Record 1
{
  "formula": "C3H13NO2",
  "method": "ωB97M-V/def2-TZVPD",
  "lumo_energy_ev": 0.75,
  "homo_lumo_gap_ev": 9.65,
  "energy_ha": -327.29350,
  "de_lowest_kcal_mol": 30.35,
  "total_charge": 0,
  "species": ["C", "N", "C", "C", "H", "H", "H", "H", "H", "H", "H", "H", "H", "O", "H", "H", "O", "H", "H"],
  "xyz": [[-1.7233, -0.6781, -2.3672], [-1.0089, -0.1366, -1.2140], [0.4432, -0.0782, -1.4456], [-1.5177, 1.1478, -0.7878], [-2.6818, -0.1725, -2.5175], [-1.9133, -1.6958, -2.2330], [-1.1618, -0.5241, -3.2944], [0.8593, 0.8099, -0.9914], [0.9165, -1.0097, -1.1006], [0.6891, -0.1521, -2.5098], [-0.9664, 1.5397, 0.0636], [-2.5588, 1.0139, -0.4761], [-1.5466, 1.8524, -1.6335], [3.3191, 0.0679, 3.3838], [2.4733, -0.3642, 3.2227], [3.6440, 0.3175, 2.5215], [0.0415, -0.3571, 1.7870], [-0.8153, -0.6848, 2.0919], [-0.1359, -0.4371, 0.8357]],
  "forces_ev_per_angstrom": [[0.0611, 1.6362, -0.0967], [0.7372, 0.0474, 0.1442], [-0.2928, -1.3481, -0.4761], [-0.9585, 0.0507, -0.4805], [0.0391, -0.0468, 0.2388], [-0.2507, -1.7541, 0.0586], [0.0505, -0.0614, -0.0314], [0.3309, -0.0045, 0.0920], [0.0634, 0.3802, 0.5403], [-0.0853, 0.7402, -0.1895], [0.1093, 0.0690, -0.1152], [0.0973, 0.0825, 0.0876], [0.2163, 0.3206, 0.2336], [-0.0799, -0.1421, 0.3787], [-0.0475, 0.0846, -0.1083], [0.0438, 0.0705, -0.3161], [-0.6159, -0.2766, -0.3946], [0.2096, 0.0841, 0.5328], [0.3721, 0.0677, -0.0982]]
}

=====

Record 2
{
  "formula": "C25H35BrN2PRuSSe",
  "method": "ωB97M-V/def2-TZVPD",
  "lumo_energy_ev": [-0.75, -0.15],
  "homo_lumo_gap_ev": [5.76, 6.35],
  "s2": 1.1668,
  "multiplicity": 2,
  "energy_ha": -6893.06359,
  "de_lowest_kcal_mol": 31.08,
  "total_charge": 0,
  "species": ["Ru", "C", "C", "C", "C", "C", "Br", "N", "C", "H", "H", "H", "H", "H", "H", "C", "C", "C", "C", "C", "C", "C", "C", "C", "S", "C", "N", "H", "H", "H", "H", "H", "H", "H", "H", "Se", "C", "C", "C", "P", "C", "C", "C", "C", "C", "C", "H", "H", "H", "H", "H", "H", "H", "H", "H", "H", "H", "H", "H", "H", "H", "H", "H", "H", "H", "H", "H"],
  "xyz": [[-0.3283, -0.5449, 0.3634], [-3.0399, 2.2964, -3.6362], [-2.8491, 2.3010, -2.1476], [-3.1338, 3.4058, -1.3531], [-2.9272, 3.3465, 0.0107], [-2.4197, 2.1698, 0.5477], [-2.3393, 2.0293, 2.4251], [-2.0719, 1.1258, -0.1896], [-2.3121, 1.1980, -1.5076], [-3.7620, 3.0511, -3.9451], [-3.3894, 1.3248, -3.9839], [-2.0965, 2.5084, -4.1444], [-3.5342, 4.3086, -1.7993], [-3.1746, 4.1718, 0.6614], [-2.0488, 0.3040, -2.0633], [-3.7291, -1.6145, 0.3304], [-2.9594, -1.9511, 1.5681], [-3.5804, -2.8536, 2.4718], [-2.9668, -3.1985, 3.6285], [-1.7310, -2.5979, 3.9561], [-1.0725, -2.8597, 5.1795], [0.0905, -2.2094, 5.4744], [0.6275, -1.2772, 4.5691], [0.0213, -1.0108, 3.3639], [0.6995, 0.1687, 2.2591], [-1.1765, -1.6979, 3.0279], [-1.7709, -1.4305, 1.8084], [-4.7967, -1.6523, 0.5484], [-3.4974, -2.3368, -0.4534], [-3.4674, -0.6307, -0.0402], [-4.5461, -3.2606, 2.2049], [-3.4178, -3.9025, 4.3178], [-1.5095, -3.5717, 5.8682], [0.6048, -2.4001, 6.4075], [1.5408, -0.7510, 4.8177], [-0.7540, -2.3538, -1.0795], [2.3618, -1.9148, -2.6947], [1.8270, -0.4800, -2.5951], [2.7427, 0.3938, -3.4662], [1.5342, 0.1004, -0.8434], [3.0680, -0.3597, 0.1101], [4.4274, -0.0182, -0.5008], [3.0687, -1.8181, 0.5837], [1.8005, 1.9369, -1.0321], [1.7443, 2.6720, 0.3072], [0.7982, 2.5702, -1.9898], [2.2383, -2.2705, -3.7202], [1.8533, -2.6123, -2.0401], [3.4304, -1.9309, -2.4721], [0.8203, -0.4468, -3.0246], [3.7737, 0.3693, -3.1230], [2.4414, 1.4391, -3.5327], [2.7347, -0.0097, -4.4818], [2.9508, 0.2534, 1.0051], [4.6853, -0.6945, -1.3148], [5.1973, -0.1371, 0.2662], [4.4966, 1.0052, -0.8702], [3.4486, -2.4828, -0.1918], [2.0757, -2.1653, 0.8696], [3.7166, -1.9187, 1.4576], [2.8049, 2.0584, -1.4447], [0.7945, 2.4990, 0.8175], [1.8395, 3.7469, 0.1359], [2.5409, 2.3721, 0.9881], [-0.2129, 2.3851, -1.6435], [0.8743, 2.1997, -3.0135], [0.9408, 3.6536, -2.0127]],
  "forces_ev_per_angstrom": [[-0.5594, 0.0111, -0.1928], [-0.0160, 0.0176, -0.0251], [0.0376, -0.0593, 0.0299], [-0.0107, 0.0563, -0.0201], [-0.0338, -0.0519, 0.0061], [-0.0933, 0.0044, -0.1567], [0.0499, -0.0117, 0.0716], [0.2214, 0.4188, 0.0631], [0.0002, -0.1421, -0.0085], [-0.0038, -0.0016, 0.0070], [0.0064, -0.0019, -0.0011], [-0.0067, 0.0051, 0.0047], [-0.0025, -0.0033, 0.0033], [0.0005, 0.0066, -0.0048], [0.0573, 0.0261, -0.0144], [0.0387, 0.0274, -0.0308], [-0.0511, -0.0306, 0.0178], [0.0054, 0.0347, -0.0238], [0.0019, -0.0046, 0.0153], [-0.0136, -0.0430, 0.0961], [-0.0213, 0.0169, -0.0530], [0.0443, 0.0273, -0.0065], [0.0106, 0.0165, 0.0499], [-0.0829, 0.0121, 0.0741], [0.2083, -0.1663, 0.2286], [-0.0117, 0.1166, -0.0970], [-0.0789, -0.1788, 0.2318], [-0.0117, 0.0085, -0.0038], [-0.0203, -0.0157, 0.0101], [-0.0238, -0.0649, 0.0217], [0.0017, -0.0056, -0.0046], [0.0047, -0.0009, -0.0005], [-0.0064, -0.0019, -0.0026], [-0.0064, -0.0020, 0.0018], [-0.0025, 0.0027, -0.0039], [0.2202, -0.2107, -0.1228], [-0.0238, 0.0594, 0.0138], [0.0386, 0.0947, -0.0952], [-0.0818, 0.1248, -0.0645], [0.4684, 0.2612, -0.2708], [0.0175, -0.0913, 0.0072], [0.0078, 0.0445, -0.0024], [-0.0304, -0.0040, 0.0091], [0.0527, -0.0117, 0.1021], [0.0029, -0.0201, 0.0071], [-0.0846, 0.0307, -0.0605], [-0.0066, -0.0024, 0.0044], [-0.0973, -0.0185, 0.0614], [-0.0255, -0.0282, -0.0016], [-0.0085, -0.1377, 0.0025], [0.0879, -0.0285, 0.0628], [0.1111, -0.1945, -0.0364], [0.0089, -0.0161, -0.0018], [-0.0179, -0.0007, 0.0118], [0.0010, 0.0153, -0.0374], [-0.0061, -0.0039, -0.0019], [-0.0130, 0.0015, 0.0168], [-0.0166, -0.0226, -0.0199], [0.0006, 0.0291, 0.0030], [0.0281, 0.0009, -0.0209], [-0.0204, 0.0201, -0.0136], [-0.0263, 0.0203, -0.0246], [0.0301, 0.0051, 0.0092], [-0.0105, -0.0161, -0.0009], [-0.1397, 0.0483, 0.0757], [-0.1280, 0.0305, 0.1435], [0.0293, -0.0020, -0.0382]]
}

=====

Record 3
{
  "formula": "C2H4F2",
  "method": "ωB97M-V/def2-TZVPD",
  "lumo_energy_ev": [0.39, 0.19],
  "homo_lumo_gap_ev": [9.52, 9.34],
  "energy_ha": -278.17424,
  "de_lowest_kcal_mol": 101.02,
  "total_charge": 0,
  "species": ["C", "C", "F", "F", "H", "H", "H", "H"],
  "xyz": [[-1.2012, -0.2659, -0.7554], [1.0804, 0.1894, 0.7647], [1.3662, 1.4893, 0.5023], [2.0522, -0.6105, 0.2731], [-1.2170, 0.1889, -1.8048], [-1.2499, -1.3250, -0.6706], [-1.6578, 0.2812, -0.0911], [0.8272, 0.0526, 1.7818]],
  "forces_ev_per_angstrom": [[2.5070, -1.2175, -4.6620], [0.3768, 0.6984, -2.4550], [-0.1183, -1.0086, 0.1481], [-0.7727, 0.6399, 0.6125], [0.4482, -0.8511, 1.6370], [0.1190, -0.5835, 0.0187], [-2.3847, 2.7732, 3.6779], [-0.1752, -0.4506, 1.0228]]
}

=====

Record 4
{
  "formula": "C11H21AlF4N2OS",
  "method": "ωB97M-V/def2-TZVPD",
  "lumo_energy_ev": -1.77,
  "homo_lumo_gap_ev": 8.24,
  "energy_ha": -1656.48249,
  "total_charge": 0,
  "species": ["C", "C", "O", "C", "C", "N", "C", "C", "C", "C", "S", "C", "N", "C", "C", "H", "H", "H", "H", "H", "H", "H", "H", "H", "H", "H", "H", "H", "H", "H", "H", "H", "H", "H", "H", "H", "F", "Al", "F", "F", "F"],
  "xyz": [[-3.4439, 2.8132, 1.2115], [-2.8233, 1.4370, 1.8945], [-1.7561, 0.9326, 1.0163], [-0.4964, 1.7258, 1.2072], [0.6964, 0.7762, 0.5215], [1.1718, 0.8534, -0.9309], [2.2069, -0.2694, -0.9535], [3.0936, -0.7657, -2.2818], [2.2215, -2.0505, -2.9033], [3.0648, -3.4731, -2.8392], [3.5945, -3.9702, -1.1109], [2.3056, -0.9759, 0.5225], [1.3106, -0.2656, 1.4311], [0.9766, -0.5549, 2.8798], [2.1700, -1.3043, 3.7254], [-4.6040, 2.7947, 1.4640], [-2.8939, 3.7538, 1.6613], [-3.3294, 2.7062, 0.0479], [-2.4999, 1.5685, 3.0155], [-3.6884, 0.6197, 1.8855], [-0.4989, 2.7168, 0.5765], [-0.2915, 1.9762, 2.3317], [0.8518, 1.4977, -1.6896], [3.0673, 0.0525, -3.1473], [4.1932, -1.0593, -2.0000], [1.7842, -1.8132, -3.9801], [1.2604, -2.2262, -2.2174], [2.3314, -4.3150, -3.2290], [3.9889, -3.3645, -3.5492], [4.3618, -2.9220, -0.5642], [3.0019, -1.8721, 0.8311], [0.6465, 0.3789, 3.5065], [0.0476, -1.3037, 2.8583], [2.9870, -0.5299, 4.0536], [2.6375, -2.1592, 3.0364], [1.6386, -1.8209, 4.6577], [-4.4866, 2.9852, -3.3302], [-5.8569, 2.0825, -2.5879], [-7.3770, 2.4616, -3.4763], [-6.0324, 2.5695, -0.8630], [-5.5317, 0.3136, -2.6822]],
  "forces_ev_per_angstrom": [[-0.2221, -1.0341, 0.8308], [-1.9934, 0.4670, -0.5302], [2.0067, 1.5541, 1.8173], [0.0269, -0.7206, -1.8417], [-0.2333, -0.2635, 1.2917], [1.9783, -4.8654, 6.7254], [0.3366, -0.9033, 3.2256], [-2.0843, 0.0864, -0.2540], [-0.6955, -0.7221, 0.8885], [-0.4916, 1.5448, -1.5432], [0.0905, 0.5261, -0.1920], [-1.7331, 3.2556, -3.2033], [1.2015, 2.2710, -6.9565], [-1.1251, -1.3924, 1.5645], [-0.3678, -0.2555, -0.8186], [2.5597, 0.4494, -0.6473], [-1.2653, -1.7549, -1.1041], [-0.2672, 0.3742, 2.3520], [-0.2442, -0.1685, -2.1216], [2.1298, 1.6263, -0.1534], [-0.1941, -1.8103, 1.2842], [-0.2058, -0.6693, -2.1338], [0.2531, -0.8518, 1.1635], [0.2828, -1.5015, 2.2910], [-2.3187, 0.7244, -0.4027], [1.3154, -0.5749, 2.1639], [2.1306, 0.4995, -1.4617], [1.7779, 1.5699, 0.9988], [-1.7289, -0.5006, 1.3718], [-0.7461, -0.8162, -1.2449], [-1.8510, 2.2158, -0.7275], [0.6978, -1.5459, -1.7986], [1.9843, 1.7567, -0.0574], [-1.5880, -1.6810, -0.6154], [-0.9370, 1.8800, 1.7554], [1.3190, 1.2648, -2.0567], [-1.4699, -1.0841, 0.9946], [-0.3877, -0.0325, -0.3134], [1.9617, -0.4707, 1.1562], [0.3683, -0.5842, -1.8909], [-0.2710, 2.1370, 0.1940]]
}